[1]
Computed, not measured: the molecule C4H5NO, with ωB97M-V/def2-TZVPD.

Properties
Net charge: 0
Energy relative to the best compared isomer or geometry (same formula, charge and spin): 242.13 kJ/mol
SMILES: [H]/N=C/OCC#C
LUMO level: 0.9676 eV
Gap between HOMO and LUMO: 11.14 eV
Largest force on an atom: 0.5 eV Å⁻¹
E: -7764.017 eV

Geometry as XYZ:
```
11
Properties=species:S:1:pos:R:3:forces:R:3
H 2.303 -1.144 1.931 -0.091 -0.005 -0.013
N 1.699 -0.723 1.231 -0.301 -0.160 0.168
C 0.486 -1.022 1.436 0.230 -0.010 0.045
O -0.508 -0.584 0.647 -0.016 0.011 -0.009
C -0.034 0.242 -0.418 0.166 0.161 -0.171
C -1.105 0.784 -1.251 -0.198 0.341 -0.365
C -1.775 1.390 -2.045 0.254 -0.245 0.349
H 0.083 -1.644 2.239 0.052 0.085 -0.112
H 0.664 -0.337 -1.030 -0.071 0.097 0.031
H 0.528 1.077 0.010 0.009 -0.089 -0.064
H -2.341 1.959 -2.750 -0.035 -0.185 0.141
```
Forces are in eV/Å.



[2]
Computed, not measured: the molecule C3H7NO2S2, with ωB97M-V/def2-TZVPD.

Properties
Net charge: 0
Energy relative to the best compared isomer or geometry (same formula, charge and spin): 250.35 kJ/mol
Multiplicity: 3
LUMO level (alpha / beta): 0.5421 / -2.2691 eV
Gap between HOMO and LUMO (alpha / beta): 5.47 / 6.96 eV
Largest force on an atom: 3.7 eV Å⁻¹
E: -30474.366 eV

Geometry as XYZ:
```
15
Properties=species:S:1:pos:R:3:forces:R:3
C -0.859 0.713 -0.268 0.748 -1.389 0.489
C 0.092 1.634 0.429 -0.259 -0.731 2.046
C 0.808 -1.264 0.250 -1.187 0.647 1.216
N -0.219 -0.607 -0.505 0.198 -1.871 0.482
O 3.448 -0.679 0.669 -0.660 -0.945 0.203
O 0.897 -2.562 -0.220 0.021 0.610 0.056
S 1.740 1.776 -0.242 -0.339 -0.515 -0.104
S 2.416 -0.236 -0.347 3.182 1.099 -1.597
H -1.656 0.487 0.444 -0.651 0.676 -0.467
H -1.152 1.141 -1.241 -0.199 -0.418 0.459
H -0.307 2.585 0.510 -1.007 2.355 -0.737
H 0.057 1.475 1.538 0.746 -0.809 -0.733
H 0.922 -1.206 1.371 -0.544 0.163 -0.945
H -0.859 -1.400 -0.659 -0.036 0.995 -0.544
H 1.790 -2.916 -0.110 -0.014 0.133 0.175
```
Forces are in eV/Å.



[3]
Computed, not measured: a structure of composition C16H17FN2Tl, with ωB97M-V/def2-TZVPD.

Properties
Net charge: -1
Energy relative to the best compared isomer or geometry (same formula, charge and spin): 66.04 kJ/mol
LUMO level: 2.7392 eV
Gap between HOMO and LUMO: 5.64 eV
Largest force on an atom: 0.9 eV Å⁻¹
E: -27256.370 eV

Geometry as XYZ:
```
37
Properties=species:S:1:pos:R:3:forces:R:3
Tl -0.005 1.698 -1.581 0.385 -0.818 0.276
C 1.809 -1.418 0.182 -0.105 0.239 -0.060
N 1.639 -0.860 -1.148 0.001 -0.015 0.027
C 2.913 -0.709 -1.817 -0.075 0.093 0.070
C 0.712 -1.665 -1.930 -0.033 0.134 0.015
C -0.724 -1.586 -1.451 -0.087 -0.015 -0.113
C -1.352 -2.792 -1.153 -0.017 -0.035 0.078
C -2.693 -2.833 -0.796 -0.013 -0.022 0.014
C -3.400 -1.645 -0.751 -0.113 -0.076 0.018
C -2.758 -0.444 -1.037 0.070 0.294 -0.145
C -1.406 -0.349 -1.389 0.307 -0.107 0.069
H 2.285 -2.415 0.149 -0.023 -0.029 -0.006
H 0.835 -1.499 0.664 0.010 -0.024 0.025
H 2.427 -0.753 0.785 0.023 0.033 0.026
H 3.444 -1.669 -1.948 -0.001 -0.055 -0.001
H 3.550 -0.044 -1.231 0.035 -0.014 -0.017
H 2.762 -0.257 -2.799 -0.002 0.008 0.003
H 1.047 -2.719 -1.927 -0.030 -0.057 -0.086
H 0.750 -1.315 -2.967 0.061 0.061 0.038
H -0.785 -3.719 -1.187 0.015 0.020 -0.041
H -3.172 -3.777 -0.561 -0.003 0.003 0.006
H -4.454 -1.654 -0.488 0.009 0.032 0.001
H -3.358 0.463 -1.001 0.016 0.011 0.074
F 0.427 1.241 5.053 -0.006 -0.006 0.056
C 0.306 1.416 3.701 0.011 0.022 -0.066
C 1.340 2.003 3.007 0.028 -0.043 0.096
C 1.200 2.156 1.629 0.033 0.081 -0.311
C 0.073 1.744 0.906 -0.057 -0.018 -0.090
C -0.942 1.176 1.690 0.008 -0.019 -0.168
C -0.846 1.001 3.068 -0.012 -0.005 0.085
H 2.234 2.314 3.535 -0.015 0.019 -0.001
H 2.031 2.624 1.100 -0.001 -0.043 -0.010
H -1.851 0.829 1.208 -0.001 -0.049 0.000
H -1.641 0.540 3.643 0.001 0.016 0.006
N -0.904 5.097 -1.016 0.057 -0.337 -0.091
C -1.267 3.995 -1.205 -0.491 0.675 0.199
H -0.226 5.823 -0.939 0.016 0.043 0.027
```
Forces are in eV/Å.



[4]
Computed, not measured: a cluster of 10 separate species, H20O10 in total, with ωB97M-V/def2-TZVPD.

Properties
Net charge: 0
Energy relative to the best compared isomer or geometry (same formula, charge and spin): 492.61 kJ/mol
SMILES: O.O.O.O.O.O.O.O.O.O
LUMO level: 0.0028 eV
Gap between HOMO and LUMO: 10.26 eV
Largest force on an atom: 4.5 eV Å⁻¹
E: -20797.507 eV

Geometry as XYZ:
```
30
Properties=species:S:1:pos:R:3:forces:R:3
O -0.937 0.569 -0.922 -1.860 0.742 -4.012
H -0.406 -0.229 -1.015 -0.379 0.138 -0.005
H -1.505 0.387 -0.166 -0.114 -0.232 -0.541
O -0.040 -2.149 1.946 -0.043 -0.641 0.405
H -0.160 -2.919 2.514 0.040 -0.021 -0.058
H -0.821 -2.151 1.381 0.098 0.194 -0.003
O 2.301 0.073 -3.082 0.100 0.360 0.363
H 1.350 0.146 -2.943 0.016 0.010 -0.251
H 2.684 0.484 -2.299 0.054 0.290 -0.457
O -2.054 3.512 -0.975 -0.167 0.075 0.154
H -2.569 2.969 -1.581 0.149 -0.040 0.026
H -2.292 3.180 -0.102 -0.003 0.000 -0.135
O -0.082 0.091 0.885 1.719 0.367 3.775
H -0.057 0.280 1.830 0.201 -0.618 0.292
H -0.069 0.961 0.471 0.343 -0.084 0.066
O 2.877 -3.853 -0.317 0.091 0.033 0.232
H 2.952 -4.247 0.560 0.007 0.026 -0.084
H 2.557 -2.960 -0.147 -0.067 -0.145 -0.022
O -4.600 1.539 1.345 -0.052 0.173 0.101
H -5.287 0.970 1.710 0.131 -0.043 -0.050
H -4.760 2.395 1.757 -0.021 -0.048 -0.085
O -2.332 0.083 3.371 0.147 0.084 0.163
H -2.269 1.010 3.625 -0.122 -0.051 -0.076
H -1.905 -0.389 4.095 -0.003 -0.043 -0.084
O 1.565 -2.382 -2.737 -0.336 -0.675 0.274
H 2.466 -2.298 -3.070 -0.184 0.182 0.022
H 1.553 -1.825 -1.950 0.136 -0.138 -0.308
O 3.725 2.289 -1.719 0.064 -0.076 0.227
H 3.622 1.653 -1.002 0.104 0.208 0.152
H 4.494 2.811 -1.462 -0.047 -0.026 -0.082
```
Forces are in eV/Å.



[5]
Computed, not measured: a structure of composition C7H5BrClF, with ωB97M-V/def2-TZVPD.

Properties
Net charge: 0
LUMO level: 0.3930 eV
Gap between HOMO and LUMO: 10.22 eV
Largest force on an atom: 6.0 eV Å⁻¹
E: -92619.836 eV

Geometry as XYZ:
```
15
Properties=species:S:1:pos:R:3:forces:R:3
C -1.330 -0.378 1.361 0.486 0.862 -0.449
C -2.231 0.179 0.441 4.739 -0.392 -2.198
C 0.054 -0.419 1.136 0.521 -0.656 -0.626
C -1.674 0.632 -0.806 -4.160 0.853 -0.288
C 0.480 -0.008 -0.119 5.767 -0.396 1.752
C -0.337 0.552 -1.002 -0.258 1.335 -2.610
C 2.426 -0.084 -0.509 -2.563 0.557 -0.236
F 0.161 1.046 -2.171 0.005 -0.223 0.286
Cl 2.609 -1.781 -1.129 0.128 1.275 0.215
Br 3.443 0.169 1.141 -0.505 -0.141 -0.494
H -1.716 -0.715 2.280 -0.366 -0.609 0.991
H -3.198 -0.122 0.495 -3.078 0.118 0.436
H 0.830 -0.892 1.796 -1.183 0.643 -0.357
H -2.384 1.087 -1.678 1.946 -1.241 2.272
H 2.868 0.734 -1.237 -1.481 -1.983 1.303
```
Forces are in eV/Å.



[6]
Computed, not measured: the molecule C3H2ClNO, with ωB97M-V/def2-TZVPD.

Properties
Net charge: 0
Energy relative to the best compared isomer or geometry (same formula, charge and spin): 19.71 kJ/mol
SMILES: N#CCC(=O)Cl
LUMO level: 0.2069 eV
Gap between HOMO and LUMO: 11.49 eV
Largest force on an atom: 3.1 eV Å⁻¹
E: -19202.438 eV

Geometry as XYZ:
```
8
Properties=species:S:1:pos:R:3:forces:R:3
N -1.483 -0.026 1.961 -2.079 -0.332 1.898
C -0.702 0.179 1.177 2.601 0.005 -1.523
C 0.375 0.401 0.201 -0.221 -0.519 1.554
C 0.210 -0.473 -1.063 0.063 3.089 0.420
O 0.891 -0.252 -1.995 1.052 -0.479 -1.069
Cl -1.139 -1.486 -1.116 -0.897 -1.166 0.054
H 0.484 1.491 0.230 -0.275 0.011 -1.672
H 1.365 0.166 0.605 -0.245 -0.609 0.338
```
Forces are in eV/Å.



[7]
Computed, not measured: a structure of composition C25H20N7O8S2Ti, with ωB97M-V/def2-TZVPD.

Properties
Net charge: -1
Energy relative to the best compared isomer or geometry (same formula, charge and spin): 0.00 kJ/mol
LUMO level (alpha / beta): 1.6995 / 1.7000 eV
Gap between HOMO and LUMO (alpha / beta): 5.19 / 5.20 eV
Largest force on an atom: 0.6 eV Å⁻¹
E: -97845.674 eV

Geometry as XYZ:
```
63
Properties=species:S:1:pos:R:3:forces:R:3
Ti 0.513 -0.447 -0.432 -0.481 -0.172 0.375
C 3.285 -1.928 4.070 0.038 -0.049 0.065
S 2.164 -3.147 3.372 -0.074 -0.065 -0.054
C 1.307 -2.202 2.145 -0.103 0.087 -0.169
S 1.671 -0.571 1.793 0.225 0.310 0.010
N 0.356 -2.820 1.532 -0.013 -0.200 0.095
N -0.242 -2.034 0.582 -0.019 -0.165 -0.069
C -1.502 -2.425 0.264 0.265 -0.035 0.002
C -2.232 -1.484 -0.409 -0.026 0.337 -0.189
C -3.612 -1.582 -0.773 0.065 -0.151 0.076
C -4.273 -0.507 -1.260 0.066 0.206 -0.043
C -3.559 0.726 -1.431 -0.105 -0.123 0.017
C -2.232 0.759 -1.133 -0.004 -0.026 0.034
N -1.537 -0.295 -0.633 0.132 0.091 -0.178
H 3.833 -2.468 4.842 0.022 0.058 0.019
H 3.981 -1.545 3.327 -0.026 -0.013 -0.027
H 2.743 -1.099 4.520 -0.004 -0.001 -0.001
H -1.891 -3.361 0.639 0.017 -0.010 0.022
H -4.109 -2.534 -0.626 -0.016 0.016 -0.012
H -5.321 -0.569 -1.524 0.000 -0.017 0.006
H -4.045 1.611 -1.817 -0.003 -0.004 0.000
H -1.673 1.673 -1.283 0.037 -0.014 0.021
O 0.835 0.774 -2.283 -0.088 -0.058 -0.095
C 0.842 1.980 -2.522 0.007 -0.044 0.032
C 0.618 3.023 -1.565 0.023 0.054 -0.045
C 0.602 4.354 -1.995 -0.012 -0.090 0.078
C 0.374 5.349 -1.082 -0.026 0.049 -0.041
C 0.151 5.056 0.279 -0.014 -0.024 0.050
C 0.174 3.767 0.718 -0.006 0.045 -0.052
C 0.419 2.691 -0.189 0.011 -0.093 -0.010
O 0.446 1.496 0.237 0.103 -0.206 0.042
N 0.353 6.732 -1.528 0.126 -0.026 0.025
O 0.551 6.961 -2.710 -0.044 0.012 -0.020
O 0.154 7.599 -0.695 -0.045 0.014 -0.003
H 1.034 2.302 -3.559 -0.008 0.006 0.004
H 0.762 4.599 -3.037 0.001 0.012 -0.004
H -0.044 5.873 0.959 0.002 0.007 -0.005
H -0.023 3.508 1.749 0.001 0.000 -0.001
O 2.619 -0.823 -0.966 -0.062 0.096 -0.071
C 3.139 -1.512 -1.839 0.135 0.026 0.059
C 2.475 -2.362 -2.779 0.005 0.017 -0.034
C 3.256 -3.084 -3.683 -0.082 -0.015 -0.006
C 2.651 -3.883 -4.618 0.012 0.015 0.004
C 1.244 -3.983 -4.682 -0.029 -0.018 -0.028
C 0.465 -3.285 -3.813 0.040 0.008 0.033
C 1.044 -2.436 -2.811 0.000 0.013 -0.007
O 0.303 -1.801 -2.014 -0.079 0.072 0.103
N 3.463 -4.629 -5.556 0.018 -0.016 0.026
O 2.895 -5.332 -6.376 -0.003 0.003 -0.013
O 4.677 -4.522 -5.484 -0.001 0.002 -0.014
H 4.238 -1.480 -1.929 -0.002 0.009 0.030
H 4.336 -3.016 -3.652 0.005 0.006 0.003
H 0.807 -4.624 -5.434 -0.003 0.001 0.001
H -0.614 -3.346 -3.840 -0.002 -0.007 -0.008
N -3.095 0.597 2.056 0.076 0.018 -0.097
C -3.076 -0.610 2.655 -0.014 -0.066 0.013
C -1.997 -0.615 3.502 -0.012 -0.018 -0.008
C -1.407 0.649 3.313 0.080 0.106 -0.028
N -2.066 1.378 2.427 -0.098 -0.016 0.077
H -3.645 0.860 1.254 0.005 0.037 0.009
H -3.801 -1.368 2.411 -0.001 0.002 0.004
H -1.651 -1.423 4.123 -0.005 -0.004 0.000
H -0.509 1.039 3.765 -0.008 0.012 -0.001
```
Forces are in eV/Å.



Which value of net charge does entry 7 give?
-1



Look up the net charge of the first one.
0